# 1
ORCA calculation (ωB97M-V/def2-TZVPD) on one molecule with the formula C5H12O.

- F_max: 0.302 eV/Å
- Highest occupied orbital energy: -10.16 eV
- SMILES: CCC(C)(C)O

ORCA input file:
```
! RIJCOSX wB97M-V def2-TZVPD def2/J DEFGRID3
* xyz 0 1
C 1.9447 -0.1164 -0.7797
C 0.8512 -0.6039 0.1690
C -0.5221 0.0813 -0.0139
C -1.6199 -0.8354 0.5330
C -0.5664 1.4378 0.6830
O -0.7846 0.3824 -1.3847
H 1.7569 -0.4474 -1.8072
H 2.9184 -0.5203 -0.4840
H 2.0182 0.9753 -0.7961
H 1.1624 -0.4572 1.2116
H 0.7312 -1.6898 0.0421
H -1.4473 -1.0653 1.5914
H -1.6368 -1.7833 -0.0193
H -2.6020 -0.3622 0.4320
H -0.4363 1.3280 1.7646
H -1.5336 1.9149 0.4925
H 0.2166 2.0983 0.2963
H -0.4507 -0.3371 -1.9305
*
```

Atom charges from the Mulliken analysis, given in e for atoms 1 to 6: C -1.105; C -0.736; C 1.473; C -1.631; C -1.589; O -0.597


# 2
ORCA calculation (ωB97M-V/def2-TZVPD) on a 2-piece molecular cluster, C5H12O overall at a distorted geometry.

- F_max: 1.729 eV/Å
- Highest occupied orbital energy: -8.92 eV
- SMILES: C=C(C)COC.[H][H]

ORCA input file:
```
! RIJCOSX wB97M-V def2-TZVPD def2/J DEFGRID3
* xyz 0 1
C -1.6769 -0.6528 -1.2060
C -0.8084 -0.0116 -0.4279
C -1.1810 1.1865 0.3633
C 0.6198 -0.4314 -0.2890
O 1.4530 0.6581 0.0352
C 2.7540 0.2273 0.3406
H -1.3672 -1.4509 -1.8687
H -2.7315 -0.3796 -1.1938
H -0.9249 1.7775 -0.5365
H -0.5189 1.4573 1.1921
H -2.2371 1.3230 0.6106
H 0.9626 -0.9224 -1.2106
H 0.6448 -1.1704 0.5314
H 2.7584 -0.4554 1.2063
H 3.3485 1.1123 0.5802
H 3.2090 -0.2948 -0.5152
H -2.1178 -0.7551 1.4853
H -2.1864 -1.2179 0.9027
*
```

Atom charges from the Mulliken analysis, given in e for atoms 1 to 6: C -0.964; C 0.373; C -1.180; C -0.358; O -0.305; C -0.705


# 3
ORCA calculation (ωB97M-V/def2-TZVPD) on one molecule with the formula C5H12O at a distorted geometry.

- F_max: 4.484 eV/Å
- Highest occupied orbital energy: -10.27 eV
- SMILES: CC(C)[C@@H](C)O

ORCA input file:
```
! RIJCOSX wB97M-V def2-TZVPD def2/J DEFGRID3
* xyz 0 1
C -1.7056 -0.8384 -0.3938
C -0.7066 0.2489 -0.5241
C -1.0390 1.3777 0.6357
C 0.7029 -0.3367 -0.3084
C 1.8341 0.6840 -0.4477
O 0.8940 -1.2368 0.8324
H -1.3350 -1.8900 -0.8570
H -2.7660 -0.5193 -0.7387
H -1.7844 -1.2473 0.7444
H -0.7489 0.6404 -1.5794
H -0.3773 2.2287 0.7502
H -2.0761 1.8032 0.6104
H -1.0519 0.8681 1.5791
H 0.9287 -1.0963 -1.1760
H 1.9158 1.3654 0.5191
H 1.6439 1.4887 -1.3536
H 2.7775 0.1434 -0.5196
H 1.2076 -0.7029 1.5912
*
```

Atom charges from the Mulliken analysis, given in e for atoms 1 to 6: C -1.245; C 0.562; C -1.367; C 0.116; C -1.268; O -0.529


# 4
ORCA calculation (ωB97M-V/def2-TZVPD) on a 2-piece molecular cluster, C5H12O overall.

- F_max: 0.973 eV/Å
- Highest occupied orbital energy (alpha / beta): -7.22 / -6.99 eV

ORCA input file:
```
! RIJCOSX wB97M-V def2-TZVPD def2/J DEFGRID3
* xyz 0 1
C 1.3326 1.6477 0.2080
C -1.6816 0.6767 -1.2404
O -1.3391 -0.3776 -0.5510
C -0.4064 -1.2440 -0.7673
C 0.7608 1.0822 1.5027
C -0.2267 -2.3397 0.2228
H 2.4257 1.5786 0.1849
H 1.0659 2.7022 0.0831
H 0.9425 1.1039 -0.6602
H -2.5350 1.2131 -0.8590
H -1.1947 0.8686 -2.1901
H 0.1845 -1.1327 -1.6741
H 1.0674 0.0401 1.6492
H -0.3339 1.1045 1.4833
H 1.0963 1.6577 2.3725
H -0.3967 -3.3331 -0.2155
H -0.9385 -2.2063 1.0434
H 0.7852 -2.3458 0.6518
*
```

Atom charges from the Mulliken analysis, given in e for atoms 1 to 6: C -0.645; C -0.560; O -0.284; C -0.042; C -0.697; C -1.062


# 5
ORCA calculation (ωB97M-V/def2-TZVPD) on a 2-piece molecular cluster, C5H12O overall.

- F_max: 0.547 eV/Å
- Highest occupied orbital energy: -9.86 eV
- SMILES: C=CCC.CO

ORCA input file:
```
! RIJCOSX wB97M-V def2-TZVPD def2/J DEFGRID3
* xyz 0 1
C 0.5877 -1.6458 -0.1366
C -0.6584 -1.2325 0.0773
C -1.4588 -0.3398 -0.8333
C -2.3966 0.6108 -0.0760
H 1.1397 -2.2509 0.5775
H 1.1651 -1.2894 -0.9881
H -1.1444 -1.4957 1.0183
H -0.7976 0.2239 -1.5060
H -2.0440 -1.0062 -1.4763
H -3.0539 0.0400 0.5890
H -3.0365 1.1857 -0.7555
H -1.8474 1.3314 0.5435
C 2.4720 1.1893 0.2920
O 2.1101 0.4629 1.4448
H 2.7006 2.2227 0.5933
H 1.6487 1.2178 -0.4515
H 3.3564 0.6992 -0.1526
H 1.2572 0.0764 1.2401
*
```

Atom charges from the Mulliken analysis, given in e for atoms 1 to 6: C -1.068; C -0.069; C -0.153; C -1.171; H 0.327; H 0.358


# 6
ORCA calculation (ωB97M-V/def2-TZVPD) on a 2-piece molecular cluster, C5H12O overall at a distorted geometry.

- F_max: 1.379 eV/Å
- Highest occupied orbital energy: -9.17 eV
- SMILES: C=C(C)CC.O

ORCA input file:
```
! RIJCOSX wB97M-V def2-TZVPD def2/J DEFGRID3
* xyz 0 1
C 0.5846 -1.6200 0.0096
C 0.8119 -0.3392 -0.2266
C 1.0181 0.1906 -1.6200
C 0.8681 0.6490 0.8850
C -0.0811 0.4415 2.0899
H 0.6316 -2.3491 -0.7846
H 0.2515 -1.9789 0.9733
H 1.6100 1.1121 -1.6104
H 0.0623 0.4402 -2.1085
H 1.4684 -0.5876 -2.2387
H 1.8894 0.6834 1.2751
H 0.7566 1.6873 0.5411
H 0.5064 0.4326 3.0036
H -0.6993 -0.4409 1.9500
H -0.6951 1.3318 2.2041
O -2.5562 0.3461 -0.8440
H -2.5909 0.6135 -1.7637
H -1.8505 0.8323 -0.3908
*
```

Atom charges from the Mulliken analysis, given in e for atoms 1 to 6: C -1.101; C 0.893; C -1.161; C -0.595; C -1.175; H 0.301


# 7
ORCA calculation (ωB97M-V/def2-TZVPD) on a 2-piece molecular cluster, C5H12O overall at a distorted geometry.

- F_max: 2.297 eV/Å
- Highest occupied orbital energy: -9.25 eV
- SMILES: C=C(C)C.CO

ORCA input file:
```
! RIJCOSX wB97M-V def2-TZVPD def2/J DEFGRID3
* xyz 0 1
C 2.7277 -0.4846 1.2956
C 1.8770 0.5461 1.4393
C 1.3622 1.0018 2.7710
C 1.4623 1.3974 0.2764
H 3.3134 -0.5926 0.3947
H 3.1844 -0.9240 2.1708
H 1.7478 0.3932 3.5856
H 1.6311 2.0381 2.9857
H 0.2707 0.9637 2.7794
H 1.9199 1.0519 -0.6482
H 0.3754 1.3614 0.1729
H 1.7397 2.4412 0.4368
C -3.8834 -1.8550 -2.8725
O -2.7319 -0.9985 -3.2781
H -3.5459 -2.6367 -2.1887
H -4.7361 -1.2431 -2.5716
H -4.1869 -2.3555 -3.7903
H -2.5275 -0.1049 -2.9588
*
```

Atom charges from the Mulliken analysis, given in e for atoms 1 to 6: C -0.861; C 0.856; C -1.197; C -1.171; H 0.278; H 0.279


# 8
ORCA calculation (ωB97M-V/def2-TZVPD) on a 2-piece molecular cluster, C5H12O overall.

- F_max: 0.376 eV/Å
- Highest occupied orbital energy: -7.42 eV

ORCA input file:
```
! RIJCOSX wB97M-V def2-TZVPD def2/J DEFGRID3
* xyz 0 1
C -0.8294 -2.3141 0.3484
C -0.7585 -0.8108 0.0791
C 0.3590 1.1882 -0.5251
C -0.5921 2.3266 -0.4290
O 1.2437 1.0568 0.4129
C 1.8821 -0.1571 0.4931
H -0.2530 -2.8629 -0.4078
H -0.3871 -2.5379 1.3270
H -1.8682 -2.6629 0.3258
H -1.3136 -0.2564 0.8469
H -1.2184 -0.6048 -0.8929
H 0.5678 0.7347 -1.4948
H -1.6042 2.0061 -0.7097
H -0.3120 3.1429 -1.1059
H -0.6184 2.7060 0.5957
H 2.5383 -0.1702 1.3625
H 0.5127 -0.7363 0.3140
H 2.3730 -0.4513 -0.4404
*
```

Atom charges from the Mulliken analysis, given in e for atoms 1 to 6: C -1.234; C -0.408; C 0.066; C -1.139; O -0.293; C -0.772


Energy relative to the best compared isomer or geometry (same formula, charge and spin) for the records above, in order: 1.43, 70.48, 38.00, 87.95, 33.15, 25.32, 41.99, 109.19 kcal/mol